A structure of composition CH2Br2O at a distorted geometry. Source: the Open Molecules 2025 dataset; level of theory: the ωB97M-V functional and the def2-TZVPD basis.

The geometry in XYZ format:
```
6
CH2Br2O | the Open Molecules 2025 dataset | the ωB97M-V functional and the def2-TZVPD basis
C 0.20120 -0.10239 -0.30366
O 0.75438 0.83215 0.35766
Br -2.29653 0.00335 -0.03384
Br 0.65628 -1.89091 -0.00046
H 0.20548 0.21797 -1.28672
H 0.47918 0.93981 1.26702
```

Properties
HOMO-LUMO gap = 8.6135 eV
HOMO energy = -9.7246 eV
2S+1 = 1
ΔE to the lowest compared entry with this formula, charge and spin = 21.55 kcal per mole

A cluster of 2 separate species, CH2Br3PS in total at a distorted geometry. Source: the Open Molecules 2025 dataset; level of theory: the ωB97M-V functional and the def2-TZVPD basis.

The geometry in XYZ format:
```
8
CH2Br3PS | the Open Molecules 2025 dataset | the ωB97M-V functional and the def2-TZVPD basis
C -0.33654 0.54211 0.52590
P -2.65266 -0.22969 -0.56236
S -3.29393 -0.76862 -2.30650
Br -0.20537 2.42849 0.21638
Br -3.35518 -1.86600 0.90518
Br -3.54548 1.67341 0.15800
H -0.41186 0.40271 1.67319
H 0.34067 -0.02096 0.11744
```

Properties
HOMO-LUMO gap (spin up / spin down) = 7.6038 / 6.2953 eV
HOMO energy (spin up / spin down) = -7.9792 / -9.8963 eV
2S+1 = 3
ΔE to the lowest compared entry with this formula, charge and spin = 0.00 kcal per mole

A cluster of 2 separate species, CH2BrCl2 in total. Source: the Open Molecules 2025 dataset; level of theory: the ωB97M-V functional and the def2-TZVPD basis.

The geometry in XYZ format:
```
6
CH2BrCl2 | the Open Molecules 2025 dataset | the ωB97M-V functional and the def2-TZVPD basis
Br -1.55022 -2.39981 -0.84321
C 0.16530 0.49000 0.10757
Cl 1.60687 0.12380 -0.83311
Cl 0.55753 0.78941 1.81912
H -0.29132 1.38078 -0.30306
H -0.48815 -0.38419 0.05270
```

Properties
HOMO-LUMO gap = 7.2491 eV
HOMO energy = -3.8751 eV
2S+1 = 1
Charge = -1
ΔE to the lowest compared entry with this formula, charge and spin = 0.14 kcal per mole